A 2-piece molecular cluster, C26H21N3O2 overall at a distorted geometry. Source: the Open Molecules 2025 dataset; level of theory: ωB97M-V with the def2-TZVPD basis set.

Geometry as XYZ:
```
52
Properties=species:S:1:pos:R:3:forces:R:3
C 0.7833 -4.0953 -3.0253 0.1 -0.3 0.2
H -0.6493 -0.3790 -2.9929 0.1 0.0 0.1
C 1.1265 0.4748 -0.1739 -0.2 0.0 0.2
N -2.2499 -1.1138 0.8834 -0.4 0.0 0.4
C 2.0148 4.5496 1.1398 0.2 -0.2 -0.3
H -5.4835 -0.8937 3.8532 -0.3 0.0 -0.2
C 2.4008 -6.3640 -0.6346 -0.3 0.1 -0.1
C -3.9595 -0.9966 2.3637 1.3 -0.1 -0.9
C -0.5576 1.7089 -1.4257 0.0 -0.4 -0.1
H 1.3434 -4.2930 0.3725 -0.3 0.3 -0.4
C -5.2941 -0.9135 2.7822 -0.1 0.0 -0.3
C -6.2819 -0.8624 1.7980 0.3 0.0 0.6
C 0.5866 2.7399 0.4152 0.3 0.7 0.3
H 2.9946 3.2334 2.5359 0.1 0.3 -0.2
C -5.9525 -0.8925 0.4252 0.5 0.0 -0.5
C 0.1466 0.4839 -1.2105 0.1 0.6 0.2
C 2.0990 5.6814 0.3239 0.1 -0.5 0.1
C 1.0675 -3.8618 -0.5943 0.2 -0.3 -0.4
C 4.4593 5.8209 0.8356 -0.1 -0.1 0.0
H 2.0542 1.5516 1.4604 -0.3 -0.1 -0.4
H -7.3348 -0.7977 2.0833 0.3 0.0 -0.1
H -4.3079 -1.0018 -1.0452 -0.4 0.0 0.0
H 0.0721 -2.3644 -4.0520 0.1 -0.1 0.2
H -0.9167 3.7362 -0.7711 0.2 -0.3 0.1
H -6.7611 -0.8502 -0.3077 0.2 0.0 0.2
H 5.4248 6.3102 0.7001 -0.3 -0.2 0.0
H 5.2161 4.3445 2.2277 -0.2 0.2 -0.1
H 0.4950 -1.9861 0.2411 -0.2 -0.2 -0.2
H 2.7652 -7.3513 -0.9157 0.0 0.1 0.1
H 1.7449 -6.4357 0.2428 0.2 -0.1 -0.2
C -0.1061 -0.6104 -2.0761 0.4 -0.1 0.4
C 1.1784 -4.6422 -1.7757 0.3 -0.1 0.3
C 0.3126 -1.9536 -1.9313 -0.1 -0.4 0.0
O 1.6679 -5.9101 -1.7924 -0.2 1.1 0.2
C -0.3701 2.8059 -0.6135 0.2 0.0 0.1
C 1.3244 1.5731 0.6490 0.0 -0.2 -0.3
C 4.3444 4.7210 1.6903 -0.1 0.1 0.0
C 0.3675 -2.7916 -3.0937 -0.3 0.2 0.3
C 3.3348 6.3019 0.1587 0.0 0.0 0.2
N -2.7697 -1.0669 3.0610 0.3 0.0 -0.9
H 1.7480 -0.4072 -0.0318 -0.1 0.3 0.0
H -1.2611 1.7612 -2.2583 0.1 0.0 0.3
H 3.4074 7.1651 -0.5038 0.1 -0.2 0.2
C -3.6266 -1.0267 0.9724 0.7 0.0 1.1
H 1.2032 6.0283 -0.1902 0.3 -0.1 0.1
H 0.8401 -4.7336 -3.9067 0.0 0.2 0.2
C 0.6304 -2.5547 -0.6777 0.1 0.1 0.0
C 3.1122 4.0855 1.8663 -0.1 0.2 -0.3
O 0.7825 3.8777 1.1927 -0.3 -0.5 -0.4
H 3.2430 -5.6929 -0.4156 -0.2 -0.1 -0.1
C -4.6262 -0.9747 -0.0052 -0.3 0.0 0.3
N -1.7832 -1.1373 2.1466 -1.7 0.1 -0.1
```
Forces are in eV/Å.

Properties
HOMO level in eV: -6.3
2S+1: 1
Calculated total energy in Ha: -1317.961383

Atom charges from the Löwdin analysis, given in e for atoms 1 to 8:
1. C 0.0164
2. H 0.1356
3. C 0.0258
4. N -0.0370
5. C -0.2415
6. H 0.0964
7. C -0.0446
8. C -0.3049

***

C26H21N5OReS2 as an isolated structure at a distorted geometry. Source: the Open Molecules 2025 dataset; level of theory: ωB97M-V with the def2-TZVPD basis set.

Geometry as XYZ:
```
56
Properties=species:S:1:pos:R:3:forces:R:3
H -3.1211 0.2648 2.5609 -0.1 0.1 0.0
C -0.5204 -4.5112 0.4181 -0.4 -0.1 0.0
H 0.8395 4.9770 1.3488 -0.1 -0.1 0.1
C 1.2205 -4.8294 -1.8867 0.0 0.1 0.1
C 2.3193 -3.9061 -3.8213 -0.2 -0.3 0.3
H -5.5010 -4.6915 2.8456 -0.1 -0.1 0.1
C -3.6489 -1.8573 0.9943 -0.2 0.1 0.4
N 1.9150 10.3515 0.5133 0.0 0.6 0.1
N -0.6052 -2.1966 1.5809 -0.6 -0.3 1.3
H -5.1365 -4.8353 0.4076 -0.1 0.0 -0.1
O 1.0415 -1.2230 -1.7932 -0.2 2.7 0.5
C 2.9183 5.9473 -1.1545 -0.1 -0.4 0.1
C 2.0723 7.8370 0.0622 0.0 -0.8 -0.1
N 2.2428 3.6867 -0.5376 -0.4 -1.3 0.3
C -3.8344 -1.7798 2.3753 -0.4 -0.2 -0.2
C 2.6922 1.7085 -1.3906 0.8 0.5 -0.6
H 3.4173 7.9749 -1.6047 0.1 0.1 0.0
H -4.6262 -2.7742 4.1098 -0.1 0.0 0.1
H -1.3463 -4.1750 1.0395 0.0 -0.1 -0.1
C 1.3225 -2.4253 -2.1984 0.5 -3.8 -0.9
C -4.9815 -3.9002 2.3293 0.1 -0.1 -0.1
H 3.6048 3.5246 -2.2039 0.1 0.2 -0.1
S -1.6381 -1.2013 3.8031 0.4 0.3 0.2
C 2.8584 7.3136 -0.9624 -0.2 0.0 0.2
H 3.5381 5.5707 -1.9496 0.1 0.0 -0.1
C -4.1341 -2.9426 0.2897 -0.1 -0.4 0.0
S -0.1396 0.4085 1.7288 0.7 -0.3 -1.5
C 1.3413 6.9806 0.8865 0.1 0.0 -0.2
C -4.4954 -2.8190 3.0388 0.1 0.3 -0.3
C 2.0188 -2.6314 -3.4011 -0.5 0.9 0.8
C 1.9108 -5.0056 -3.0633 0.0 0.1 -0.1
H -0.8834 -5.1825 -0.3534 0.0 0.0 0.0
H -3.8613 -0.4024 4.0446 0.1 0.1 0.0
C -3.2815 -0.6348 3.1524 0.4 -0.4 -0.1
H -4.0141 -2.9866 -0.7821 0.0 0.0 -0.1
H 3.0917 0.8935 -1.9679 0.0 0.0 0.0
C 1.9999 9.2327 0.2949 0.0 0.2 0.0
C 2.9627 3.0345 -1.5057 0.1 -0.8 -0.4
C 1.5610 2.7470 0.1318 -0.3 0.6 0.4
N 1.7942 1.5305 -0.3620 0.1 0.1 0.1
N 0.0955 -2.1636 0.4353 1.1 1.2 -0.7
H -3.1475 -1.0543 0.4701 0.0 0.2 -0.1
C 0.1816 -3.3475 -0.1836 -0.2 -0.2 0.3
H 2.8753 -4.0532 -4.7340 0.0 0.0 -0.1
C 0.9046 -3.5430 -1.4044 0.5 1.0 -0.7
H 0.7285 7.3933 1.6727 0.0 0.0 0.1
H 0.9557 -5.6986 -1.3061 -0.1 0.0 0.0
H 0.9204 2.9274 0.9736 -0.1 0.1 0.0
H 2.1354 -6.0011 -3.4058 0.1 -0.1 0.0
C 1.4047 5.6163 0.6926 0.2 -0.3 -0.2
H 0.1668 -5.0665 1.0567 0.1 0.0 0.1
Re 0.8932 -0.2800 -0.2342 -1.2 -0.3 1.3
C 2.1949 5.0859 -0.3288 -0.1 1.5 0.3
C -0.7496 -1.1519 2.2896 -0.4 -0.6 -0.1
H 2.3124 -1.7607 -3.9687 0.0 0.0 -0.1
C -4.7858 -3.9755 0.9574 0.1 0.2 -0.1
```
Forces are in eV/Å.

Properties
HOMO level (spin up / spin down) in eV: -13.5 / -13.6
Charge: +2
2S+1: 2
Calculated total energy in Ha: -2226.411115

Atom charges from the Löwdin analysis, given in e for atoms 1 to 8:
1. H 0.0779
2. C 0.0183
3. H 0.1091
4. C 0.0170
5. C -0.0047
6. H 0.1147
7. C -0.0760
8. N 0.2115

***

An isolated ion of composition C26H22BCl2F6N2O4 and charge -1 at a distorted geometry. Source: the Open Molecules 2025 dataset; level of theory: ωB97M-V with the def2-TZVPD basis set.

Geometry as XYZ:
```
63
Properties=species:S:1:pos:R:3:forces:R:3
Cl -4.9799 -6.6138 -0.8171 0.1 0.1 0.0
H 1.0837 -1.0277 1.3542 -0.3 0.5 -0.5
B 0.6798 1.0469 0.5828 1.7 -0.9 -2.2
H 3.4718 0.6226 0.6886 -0.3 0.1 -0.2
C -0.6150 -1.2884 0.1430 3.9 0.8 1.2
C 2.2615 0.3634 -2.9906 0.5 0.1 1.2
O -0.4283 1.7824 0.0212 0.3 0.4 0.8
C -1.9892 -4.3857 0.8069 -0.8 -0.7 -1.3
H -2.0716 -1.4119 -2.0994 0.5 0.2 0.1
C 1.0365 3.8065 2.7803 -0.3 0.2 0.2
F 2.7309 0.5234 -5.2923 -0.7 -0.2 0.1
H -2.0259 3.8695 -0.3746 0.1 0.0 0.0
H -2.5877 -1.0430 0.7839 0.4 0.6 -0.2
C 3.6137 0.1734 -2.6751 -0.2 0.1 -0.1
H -1.7537 3.5519 2.5405 0.1 -0.2 0.0
C 0.1420 -0.4837 1.0977 -1.6 -2.2 1.1
H 1.6691 4.9058 0.4578 0.0 -0.3 -0.1
F 5.7124 -1.2606 -0.7253 0.3 0.9 -0.1
C -4.1612 -5.3517 -0.0237 -1.6 1.8 1.6
H 1.7727 3.4435 -0.5685 0.0 0.1 0.3
F 6.3064 0.4160 -2.0255 0.0 -0.3 0.7
H -0.3644 4.2904 -0.8248 -0.1 0.0 0.1
C -2.5513 -3.0886 1.1288 1.5 -1.0 2.1
H -0.4229 -0.3296 2.0460 0.2 0.0 -0.7
H -2.4973 2.3170 1.5076 0.2 0.0 0.0
C 4.0559 0.2807 -1.3537 -1.2 0.2 0.0
H -3.6140 -1.5902 -1.2686 0.6 -0.4 0.0
Cl -6.5270 -4.3317 0.7482 -0.1 0.2 0.2
H -1.2076 1.8516 2.6360 0.0 0.2 -0.2
N -1.5888 -2.1651 3.4301 -0.9 -1.3 -2.0
C -0.5389 2.9264 0.8484 0.5 0.4 0.5
C 0.9596 3.1013 1.4434 -0.9 0.3 -0.2
F 5.8372 0.7874 0.1003 0.2 -0.7 -0.8
H 0.3021 0.7898 -2.2088 0.4 0.0 0.3
F 1.3804 -1.0815 -4.6146 0.1 0.9 -0.3
N 0.5893 -4.6108 0.9575 -4.2 0.4 -0.1
C -1.0293 4.0924 0.0192 0.1 0.2 -0.1
C -0.6030 -4.5328 0.9034 4.6 -0.3 -0.1
C -2.6856 -5.3765 -0.0263 2.2 0.9 -0.1
H 4.3196 -0.0459 -3.4617 0.1 0.0 -0.1
C 1.3601 0.6446 -1.9519 -0.1 -0.5 -1.5
H -1.1018 4.9932 0.6359 0.0 0.0 -0.1
H 0.6762 4.8376 2.6920 0.0 -0.1 0.1
C 1.7814 0.6986 -0.6484 -1.0 0.5 1.4
C -4.0852 -3.2383 1.3223 -0.8 2.3 0.1
H -2.4757 -2.9820 -1.3984 -0.2 -0.5 -0.6
C -2.0184 -2.6617 2.4616 0.5 1.6 1.5
C -4.8219 -4.3548 0.6837 1.3 -1.9 -1.6
H 0.0183 -1.5886 -0.7180 -0.6 -0.1 0.4
C 3.1192 0.5524 -0.3422 1.1 -0.5 -0.4
O 1.3938 1.7666 1.6168 -1.1 -0.2 -0.1
C -1.9409 -1.6906 0.1825 -4.2 0.0 -1.7
O -2.0601 -6.1607 -0.7310 -0.7 -0.4 0.3
F 0.6884 1.0191 -4.6107 0.7 -0.7 -0.3
H 2.9227 3.6778 0.7659 -0.4 0.0 0.0
H 0.4479 3.2882 3.5423 0.1 0.1 -0.1
C -2.5522 -1.9144 -1.2742 -0.5 0.1 1.8
H 2.0766 3.8398 3.1107 0.0 0.0 0.0
C -1.5503 2.6441 1.9544 -0.1 0.0 0.4
C 1.7667 0.2113 -4.3890 0.0 0.0 0.4
C 5.4901 0.0596 -1.0002 -0.4 0.0 0.0
C 1.8732 3.8218 0.4594 0.3 0.3 -0.4
O -4.6897 -2.3867 1.9614 0.7 -1.1 -0.7
```
Forces are in eV/Å.

Properties
HOMO level in eV: -5.5
Charge: -1
2S+1: 1
Calculated total energy in Ha: -2958.952923
ΔE to the lowest compared entry with this formula, charge and spin in kJ/mol: 116.0

Atom charges from the Löwdin analysis, given in e for atoms 1 to 8:
1. Cl 0.7544
2. H 0.1524
3. B -0.8138
4. H 0.1363
5. C 0.0174
6. C -0.1000
7. O 0.0577
8. C -0.1914